24
Properties=species:S:1:pos:R:3:forces:R:3:mulliken_charge:R:1 method="wB97M-V/def2-TZVPD" largest_force_ev_per_a=3.4 homo_ev=-17.3 homo_lumo_gap_ev=9.38 total_charge=+2
C 1.1883 2.0968 -0.8476 1.0 1.3 1.6 -1.33
C 0.6301 0.9227 -1.6168 1.1 0.1 -1.3 0.29
C -0.6821 0.3211 -1.0881 0.3 2.2 2.6 -1.18
C -0.4715 -0.9754 -0.2795 -0.7 -0.3 -2.0 -0.52
C -0.8416 -1.9146 1.8897 0.2 0.3 1.4 -0.20
N -1.2056 -1.0854 1.0012 0.0 -0.4 -1.6 -0.01
N 0.3721 1.4544 -3.0937 -1.1 -1.3 1.9 -0.41
H 0.7176 2.3775 0.1042 -1.2 0.0 -0.7 0.33
H 2.1672 2.0558 -0.3471 0.4 -1.1 -1.0 0.35
H 1.3182 2.9764 -1.4798 -0.4 0.1 0.1 0.36
H 1.4233 0.2044 -1.8324 -0.2 -0.4 0.5 0.54
H -1.5297 0.5142 -1.7490 0.0 -1.3 -0.3 0.54
H -0.9746 1.0052 -0.2660 0.2 0.3 -0.5 0.40
H 0.5891 -1.1382 -0.1180 -0.1 -0.3 0.1 0.46
H -0.9324 -1.7261 -0.9293 0.6 -0.6 0.4 0.32
H -1.4724 -2.1462 2.7359 -0.3 0.0 0.0 0.35
H 0.1639 -2.3200 1.9416 0.0 0.0 -0.4 0.29
H -2.1720 -0.7740 0.9195 -0.1 0.1 0.7 0.33
H -0.4402 2.0457 -2.9144 0.3 0.7 -1.0 0.36
H 0.0537 0.6463 -3.6306 0.1 0.2 -0.4 0.35
H 1.1787 1.8842 -3.5461 -0.1 0.3 0.1 0.35
H 0.1479 -1.3875 5.2620 0.1 0.0 0.4 0.33
H 0.4196 -2.9206 5.2084 0.0 0.3 0.1 0.34
O 0.3524 -2.1165 4.6760 -0.2 -0.3 -0.7 -0.64